The following is a DFT calculation (ωB97M-V/def2-TZVPD) of C5H8O2 as an isolated structure.

Each line ends with the natural charge from an NBO analysis.
Atoms and positions in Å:
O 0.1248 -0.9590 -1.4798  -0.68
C -0.1435 -0.8906 -0.1692  0.43
C 0.8596 -1.0503 0.7513  -0.59
C 1.8155 0.6717 0.2650  0.45
O 2.2718 0.6099 -0.8155  -0.59
C -1.4256 -0.1636 0.1672  -0.48
C -0.9441 1.2707 0.2167  -0.59
H 1.0820 -0.7931 -1.6319  0.50
H 0.5648 -1.0038 1.7947  0.23
H 1.6663 -1.7470 0.5423  0.24
H 0.3554 1.4189 0.5914  0.20
H -1.8199 -0.5027 1.1313  0.22
H -2.1804 -0.3509 -0.6016  0.23
H -0.9319 1.7788 -0.7436  0.22
H -1.4082 1.8474 0.9984  0.22

Lowest unoccupied orbital energy: 0.79 eV
Frontier orbital gap: 9.207 eV



The following is a DFT calculation (ωB97M-V/def2-TZVPD) of one molecule with the formula C2H2N2O.

Each line ends with the natural charge from an NBO analysis.
Atoms and positions in Å:
N -0.5252 -1.7758 -1.6223  -0.24
C -0.6199 -0.8644 -0.9367  0.18
C -0.4647 0.1603 0.1704  0.55
N 0.8022 0.5237 0.4096  -0.77
O -1.4646 0.4296 1.0892  -0.60
H 1.4288 0.3047 -0.3641  0.43
H 0.8434 1.2219 1.2540  0.46

Lowest unoccupied orbital energy: -0.23 eV
Structure (SMILES): N#CC(N)=O
Frontier orbital gap: 10.574 eV



The following is a DFT calculation (ωB97M-V/def2-TZVPD) of C27H46BrN3OP2Sn as an isolated structure.

Each line ends with the Mulliken charge.
Atoms and positions in Å:
N 7.8444 0.5136 -2.9814  -0.45
C 7.7816 0.7697 -1.6722  -0.41
C 6.8182 0.2053 -0.8430  -0.45
C 5.7993 -0.6061 -1.3798  0.96
C 5.9798 -1.0046 -2.7377  -0.31
C 6.9997 -0.3725 -3.4962  -0.39
C 4.6316 -0.7768 -0.4672  -0.50
Sn 3.5312 -2.6667 0.4485  0.73
P -1.5402 -3.1269 2.5004  0.23
C 3.3191 -1.0336 -1.0250  -0.52
C 2.0559 -0.5621 -0.4073  0.20
C 0.9583 -1.4533 -0.3489  -0.20
C -0.3212 -0.9021 -0.3529  0.02
C -0.5445 0.4633 -0.1713  -0.17
C 0.5426 1.3084 0.0572  -0.82
C 1.8422 0.7887 -0.0762  -1.36
Br -2.3834 1.0338 -0.1383  0.34
H 4.7209 -0.1812 0.4775  0.36
H 3.3314 -1.1740 -2.0987  0.46
H 6.8365 0.4378 0.2219  0.40
H 5.4067 -1.7988 -3.2244  0.39
H 8.5254 1.4438 -1.2490  0.38
H 7.1591 -0.5866 -4.5713  0.37
H 1.0461 -2.5652 -0.4076  0.72
H 2.7185 1.4516 -0.0444  0.61
H -1.1676 -1.5495 -0.5034  0.23
H 0.3326 2.3373 0.3155  0.83
P -2.8683 0.9670 -2.5495  0.22
C 0.0424 -2.2859 2.9094  0.85
C 0.5130 -2.9277 4.2431  -1.38
H -0.0968 -1.1899 2.9992  0.08
H 0.7656 -2.4318 2.0923  -0.40
H 1.3401 -2.3463 4.6598  0.40
H -0.2986 -2.9780 4.9875  0.39
H 0.8594 -3.9620 4.0944  0.44
C -1.8122 -3.5970 0.7395  1.16
C -3.0146 -4.5200 0.4636  -1.37
H -0.8572 -4.0173 0.3420  0.51
H -2.0808 -2.6735 0.1970  -1.12
H -2.9062 -4.9583 -0.5340  0.40
H -3.1217 -5.3310 1.1874  0.41
H -3.9361 -3.9286 0.4331  0.33
C -2.7723 -1.7027 2.5851  0.23
C -3.8484 -1.8801 3.6537  -1.47
H -3.2654 -1.6080 1.6051  0.11
H -2.2212 -0.7663 2.7630  0.16
H -4.5634 -1.0516 3.6004  0.39
H -4.4010 -2.8179 3.5248  0.38
H -3.4373 -1.8503 4.6671  0.40
C -4.3401 2.0064 -2.5455  -0.35
C -4.3125 3.3639 -3.2533  -1.36
H -4.6117 2.1376 -1.4791  0.48
H -5.1143 1.3571 -3.0047  0.52
H -3.6891 4.1099 -2.7488  0.34
H -4.0364 3.2629 -4.3066  0.41
H -5.3388 3.7404 -3.2511  0.42
C -3.0902 -0.7805 -2.9389  -0.40
C -1.9317 -1.4659 -3.6682  -1.25
H -4.0083 -0.8135 -3.5566  0.64
H -3.3290 -1.2939 -1.9911  0.34
H -1.7068 -0.9691 -4.6152  0.41
H -1.0177 -1.5206 -3.0650  0.22
H -2.2390 -2.4759 -3.9451  0.43
C -1.3394 1.6090 -3.2600  -0.45
C -0.9411 3.0034 -2.7575  -1.50
H -1.4968 1.6459 -4.3600  0.67
H -0.5221 0.8855 -3.0686  0.36
H 0.1261 3.1708 -2.9548  0.35
H -1.4920 3.8000 -3.2713  0.45
H -1.0736 3.1412 -1.6789  0.40
C 1.4493 3.6666 5.1162  -0.79
N 0.6589 3.9909 3.9684  -0.22
C 0.0867 3.0573 3.1468  0.68
N -0.5753 3.6354 2.0638  -0.32
O 0.1670 1.8390 3.3015  -0.64
H 1.6772 2.6060 5.0750  0.26
H 0.9280 3.8740 6.0506  0.30
H 2.3740 4.2407 5.0996  0.32
H 0.5657 4.9560 3.6859  0.19
H -1.2680 3.0641 1.5858  0.07
H -0.8020 4.6194 2.1380  0.24

Lowest unoccupied orbital energy (spin up / spin down): -13.25 / -13.45 eV
Net charge: +4
Frontier orbital gap (spin up / spin down): 4.562 / 4.328 eV



The following is a DFT calculation (ωB97M-V/def2-TZVPD) of C44H35CdClN4O5Sb2 as an isolated structure.

Each line ends with the Mulliken charge.
Atoms and positions in Å:
Cd -0.2290 0.3722 -0.4876  2.82
O -3.3061 4.5983 -5.4880  -0.74
C -2.5483 3.6455 -5.7082  0.53
O -2.1662 3.1606 -6.7745  -0.72
C -1.9734 2.9578 -4.4097  0.22
C -2.3076 3.4690 -3.1586  -0.94
C -1.7847 2.8841 -2.0233  -0.05
N -0.9489 1.8476 -2.0677  -0.33
C -0.6076 1.3495 -3.2617  0.43
C -1.1090 1.8708 -4.4497  -0.61
C 0.4147 0.1991 -3.2689  0.36
O 0.7245 -0.2865 -4.3439  -0.70
O 0.9107 -0.1323 -2.1387  -0.76
H -2.9754 4.3171 -3.1028  0.50
H -2.0372 3.2633 -1.0327  0.40
H -0.8264 1.4360 -5.3973  0.58
C -2.7712 0.7141 3.2863  0.02
C -2.0514 0.7998 4.6246  -1.04
C -0.5899 0.3597 4.5918  -1.03
Sb 0.2267 -0.7404 2.7177  -1.27
C 1.8656 -1.3048 4.0435  0.89
C 1.6889 -2.0443 5.2005  -0.30
C 2.7419 -2.2743 6.0685  -0.72
C 4.0053 -1.7965 5.7713  -0.57
C 4.2028 -1.0864 4.6001  -0.55
C 3.1344 -0.8307 3.7591  -0.68
C -1.0179 -2.5047 3.0248  1.33
C -1.5983 -2.7795 4.2560  -0.18
C -2.3983 -3.8959 4.4294  -1.05
C -2.6418 -4.7503 3.3714  -0.68
C -2.0951 -4.4705 2.1331  -0.86
C -1.2928 -3.3537 1.9625  -1.10
Sb -1.8221 1.6672 1.5703  1.05
C -0.4057 2.9185 2.6139  0.27
C 0.9382 2.8693 2.2772  -0.38
C 1.8700 3.6220 2.9727  -0.57
C 1.4561 4.4366 4.0129  -0.54
C 0.1114 4.5189 4.3351  -0.91
C -0.8137 3.7637 3.6366  -0.25
C -3.1944 3.3503 1.3320  0.01
C -2.7751 4.6727 1.3701  -0.01
C -3.6737 5.7052 1.1729  -0.81
C -4.9989 5.4268 0.8842  -0.50
C -5.4077 4.1090 0.7641  -0.69
C -4.5116 3.0794 0.9909  -0.55
H -3.7726 1.1388 3.3640  0.81
H -2.8632 -0.3357 3.0134  -0.59
H -2.6120 0.1637 5.3214  0.52
H -2.1243 1.8215 5.0125  0.37
H -0.3405 -0.2022 5.4930  0.74
H 0.0565 1.2445 4.6189  0.58
H 0.7149 -2.4475 5.4320  0.20
H 2.5749 -2.8222 6.9882  0.40
H 4.8306 -1.9805 6.4477  0.35
H 5.1912 -0.7246 4.3511  0.39
H 3.2924 -0.2549 2.8579  0.53
H -1.4556 -2.1035 5.0873  0.31
H -2.8410 -4.0898 5.3966  0.40
H -3.2744 -5.6155 3.5055  0.38
H -2.3108 -5.1129 1.2934  0.53
H -0.9055 -3.1289 0.9787  0.71
H 1.2783 2.2311 1.4590  0.11
H 2.9186 3.5730 2.7105  0.45
H 2.1807 5.0110 4.5729  0.35
H -0.2136 5.1730 5.1343  0.40
H -1.8664 3.8369 3.8790  0.53
H -1.7346 4.8996 1.5650  0.48
H -3.3336 6.7294 1.2380  0.40
H -5.6997 6.2343 0.7184  0.36
H -6.4269 3.8814 0.4864  0.41
H -4.8288 2.0456 0.8975  0.40
O -1.7985 -1.0942 -0.4608  -1.17
N -2.6955 -0.9279 0.4728  0.82
C -3.6513 -1.8240 0.5917  0.68
C -3.8088 -2.9667 -0.2255  -0.12
N -3.9253 -3.8972 -0.8899  -0.62
C -4.5884 -1.7125 1.6331  0.02
N -5.3755 -1.6982 2.4736  -0.67
Cl 4.6534 -1.1580 0.7658  -0.28
C 3.9764 -2.7287 1.0626  0.82
C 4.8606 -3.7516 1.3252  -0.67
C 4.3989 -5.0497 1.4772  -0.43
C 3.0337 -5.2879 1.3648  -0.91
C 2.1598 -4.2564 1.1237  -0.23
C 2.5836 -2.9189 0.9518  0.00
C 1.6495 -1.8674 0.7266  -1.56
H 5.9187 -3.5385 1.3859  0.41
H 5.0913 -5.8592 1.6679  0.35
H 2.6558 -6.2990 1.4527  0.38
H 1.1029 -4.4660 1.0495  0.32
H 0.7888 -2.1716 0.1325  0.50
H 2.0843 -0.9397 0.3385  0.50

Lowest unoccupied orbital energy: 3.74 eV
Net charge: -2
Frontier orbital gap: 5.591 eV